Below is a gas-phase ion, CH4N3 (charge +1), with properties calculated with ωB97M-V with the def2-TZVPD basis set.

Output
Energy above the lowest of the compared OMol25 structures with the same formula, charge and spin   227.9 kJ/mol
Frontier orbital gap   11.68 eV
Calculated total energy   -5562.523 eV

Geometry as ORCA input:
```
! wB97M-V def2-TZVPD RIJCOSX def2/J DEFGRID3
* xyz 1 1
N -1.1504 0.0001 0.0002
C 0.1257 0.0001 0.0002
N 1.2259 0.7493 -0.0843
N 1.2259 -0.7493 0.0844
H -1.6745 0.8720 0.0027
H -1.6744 -0.8719 -0.0026
H 1.6225 1.3005 0.6734
H 1.6222 -1.3006 -0.6736
*
```

Atomic partial charges in e from the natural (NBO) method, atoms 1 to 6:
1 N -0.668
2 C 0.664
3 N -0.386
4 N -0.386
5 H 0.461
6 H 0.461

=====

Below is a molecular structure, C7H8F12N2O11RbS5, with properties calculated with ωB97M-V with the def2-TZVPD basis set.

Output
Energy above the lowest of the compared OMol25 structures with the same formula, charge and spin   314.2 kJ/mol
Frontier orbital gap   8.23 eV
Calculated total energy   -120330.270 eV

Geometry as ORCA input:
```
! wB97M-V def2-TZVPD RIJCOSX def2/J DEFGRID3
* xyz -1 1
Rb -2.2235 1.4057 -0.0190
C -6.1781 -1.5041 -0.8738
F -7.0514 -1.4198 -1.8514
F -5.6311 -0.3100 -0.6974
F -6.7782 -1.8607 0.2025
S -4.7772 -2.8828 -1.4941
O -5.4291 -4.1469 -1.7064
O -4.2601 -2.1261 -2.6342
N -3.6431 -2.5469 -0.1697
S -3.3274 -3.9909 0.1820
O -4.3819 -4.7571 0.9243
O -2.5010 -4.7126 -0.7593
C -2.0471 -3.6186 1.5975
F -2.6724 -3.0577 2.7305
F -1.3862 -4.7920 1.9131
F -1.1260 -2.7472 1.1292
C -1.0422 5.9685 1.5540
F -0.8044 5.8255 2.8671
F -2.1253 5.2790 1.3178
F -1.2186 7.2958 1.1766
S 0.4912 5.1491 0.4896
O -0.1784 4.7438 -0.7071
O 1.4767 6.2401 0.2986
N 0.8781 3.6900 1.3447
S 2.1915 4.2233 2.0702
O 3.3476 4.2921 1.2187
O 1.9731 5.2980 3.0049
C 2.6420 2.7600 3.2535
F 1.6753 2.3583 4.1091
F 3.1062 1.7325 2.4110
F 3.6789 2.9961 4.0112
O 2.8365 -1.1254 -4.1273
S 2.1869 -0.6901 -2.8882
O 0.8992 -0.0597 -2.8288
O 2.1649 -1.9597 -1.8119
C 3.3503 -2.7539 -1.8207
C 3.4995 -3.5011 -0.4985
C 3.4369 0.3453 -2.0183
H 4.1898 -2.1400 -2.1469
H 3.2303 -3.4645 -2.6384
H 4.4531 -4.0181 -0.6053
H 2.7631 -4.2940 -0.3681
H 3.3609 -2.8727 0.3813
H 3.0430 1.3610 -2.0528
H 4.4128 0.3232 -2.5034
H 3.4952 0.0658 -0.9663
*
```

Atomic partial charges in e from the natural (NBO) method, atoms 1 to 6:
1 Rb 0.982
2 C 0.790
3 F -0.322
4 F -0.341
5 F -0.303
6 S 2.054

=====

Below is 3 unconnected molecules or ions with the total composition C18H15F3, with properties calculated with ωB97M-V with the def2-TZVPD basis set.

Output
Energy above the lowest of the compared OMol25 structures with the same formula, charge and spin   109.4 kJ/mol
Frontier orbital gap   9.76 eV
Calculated total energy   -27060.358 eV

Geometry as ORCA input:
```
! wB97M-V def2-TZVPD RIJCOSX def2/J DEFGRID3
* xyz 0 1
F 15.1345 -7.4968 10.6366
C 16.4959 -7.4549 10.5253
C 17.2300 -6.3049 10.7143
C 18.6001 -6.3054 10.5075
C 19.2282 -7.5244 10.2855
C 18.4989 -8.7200 10.1584
C 17.1629 -8.6414 10.2598
H 16.6577 -5.4140 10.9266
H 19.2057 -5.4118 10.5418
H 20.2982 -7.5451 10.1403
H 18.8797 -9.7248 10.0499
H 16.6938 -9.6136 10.2256
F 18.1509 -1.1206 9.4018
C 18.5847 -0.2917 10.3866
C 17.6425 0.4951 11.0845
C 17.9438 1.3545 12.1610
C 19.2671 1.4001 12.5197
C 20.2245 0.6909 11.8512
C 19.8595 -0.2103 10.8265
H 16.6516 0.4812 10.6552
H 17.1748 2.0083 12.5452
H 19.6696 1.9517 13.3564
H 21.2472 0.7921 12.1830
H 20.6289 -0.8530 10.4249
F 11.9534 -6.0320 15.8174
C 10.9183 -6.3547 15.0884
C 9.6488 -6.0608 15.5950
C 8.5963 -6.1640 14.7237
C 8.8009 -6.9524 13.6018
C 10.0630 -7.2548 13.1049
C 11.1524 -6.8670 13.8297
H 9.5164 -5.7156 16.6098
H 7.5853 -5.9113 15.0074
H 7.8990 -7.1368 13.0371
H 10.1556 -7.8281 12.1944
H 12.1632 -7.0725 13.5094
*
```

Atomic partial charges in e from the natural (NBO) method, atoms 1 to 6:
1 F -0.327
2 C 0.398
3 C -0.281
4 C -0.202
5 C -0.214
6 C -0.202

=====

Below is a gas-phase ion, C3H7NO (charge +1), with properties calculated with ωB97M-V with the def2-TZVPD basis set.

Output
Energy above the lowest of the compared OMol25 structures with the same formula, charge and spin   180.7 kJ/mol
Frontier orbital gap (alpha / beta)   12.38 / 7.11 eV
Calculated total energy   -6751.148 eV

Geometry as ORCA input:
```
! wB97M-V def2-TZVPD RIJCOSX def2/J DEFGRID3
* xyz 1 2
C -0.6807 -1.4494 -0.6285
N -0.9300 -0.5255 0.3971
C -0.2514 0.8264 0.4323
C 1.2295 0.6311 0.1159
O -1.5208 -2.2504 -0.9454
H 0.3665 -1.4511 -1.1213
H -1.9834 -0.2706 0.5069
H -0.4105 1.2582 1.3188
H -0.9489 1.5156 -0.1160
H 1.8066 0.1454 1.0408
H 1.7497 1.5253 -0.3053
H 1.5734 0.0451 -0.6953
*
```

Atomic partial charges in e from the natural (NBO) method, atoms 1 to 6:
1 C 0.462
2 N -0.305
3 C -0.245
4 C -0.691
5 O -0.224
6 H 0.243

=====

Below is a molecular structure, C15H50NbO11S, with properties calculated with ωB97M-V with the def2-TZVPD basis set.

Output
Frontier orbital gap   6.28 eV
Calculated total energy   -51263.902 eV

Geometry as ORCA input:
```
! wB97M-V def2-TZVPD RIJCOSX def2/J DEFGRID3
* xyz -1 1
C 5.7877 2.2644 0.9294
C 5.4016 0.8814 1.4553
O 4.4434 0.2879 0.5938
C 3.2020 -0.0337 1.2347
C 2.3889 -0.9326 0.3402
Nb 0.8044 0.2417 -0.7917
C -0.9341 -0.3512 0.6063
C -2.1664 0.5351 0.3672
C -3.1967 0.4589 1.4767
C -4.2864 1.5417 1.3179
S -3.9202 3.1554 1.9630
O -5.1344 3.7467 2.4216
O -3.1864 3.9281 1.0383
O -2.9477 2.8871 3.2015
H 6.8500 2.3926 1.0944
H 5.2480 3.0507 1.4410
H 5.5146 2.2999 -0.1159
H 6.2747 0.2373 1.5097
H 4.9889 1.0080 2.4494
H 2.6972 0.9109 1.4366
H 3.4010 -0.4813 2.2116
H 3.0521 -1.3887 -0.3880
H 1.9178 -1.7374 0.8875
H 0.8436 1.7865 0.2284
H 2.1131 1.0252 -1.8247
H 0.4794 -1.1162 -1.9843
H -0.3960 1.1521 -1.8630
H -1.2096 -1.3902 0.4141
H -0.6315 -0.2934 1.6494
H -2.5900 0.2790 -0.5968
H -1.8365 1.5632 0.2785
H -2.7080 0.5369 2.4381
H -3.7483 -0.4701 1.4373
H -4.3923 1.7075 0.2556
H -5.2448 1.2027 1.6820
H -3.3085 2.1064 3.6633
C 2.9548 -4.9860 0.3633
O 2.9666 -3.8833 1.2628
H 1.9296 -5.3423 0.2894
H 3.3027 -4.6782 -0.6203
H 3.5899 -5.7997 0.7324
H 3.8707 -3.5580 1.3174
C 6.8957 -1.3372 -1.3607
O 5.8355 -0.5170 -1.8086
H 7.4911 -1.6214 -2.2278
H 7.5409 -0.8032 -0.6517
H 6.5173 -2.2484 -0.8834
H 5.3154 -0.2737 -1.0255
C -6.4122 -0.4971 -1.3772
O -5.8787 -0.7697 -0.0745
H -5.6617 0.0478 -1.9427
H -6.6407 -1.4337 -1.8937
H -7.3107 0.1115 -1.2946
H -6.5462 -1.2570 0.4181
C 9.6621 2.1723 -0.6319
O 9.1557 1.9918 0.6870
H 8.9289 1.7642 -1.3223
H 9.8074 3.2329 -0.8541
H 10.6100 1.6427 -0.7639
H 9.8009 2.3521 1.3035
C 4.6310 -6.7058 -2.8358
O 4.6510 -5.3325 -2.4720
H 5.1598 -7.2584 -2.0632
H 3.6055 -7.0812 -2.8998
H 5.1342 -6.8678 -3.7935
H 4.1810 -4.8394 -3.1533
C -9.8176 2.2001 -2.0832
O -8.4728 1.8804 -1.7653
H -9.9822 1.9955 -3.1382
H -10.4948 1.5814 -1.4866
H -10.0131 3.2582 -1.8844
H -8.3623 2.0631 -0.8231
C -10.5715 3.1257 1.2811
O -9.5564 2.1215 1.2983
H -11.3459 2.8134 0.5862
H -11.0127 3.2517 2.2725
H -10.1530 4.0779 0.9461
H -8.8755 2.4143 1.9146
*
```

Atomic partial charges in e from the Mulliken method, atoms 1 to 6:
1 C -1.045
2 C -0.517
3 O -0.284
4 C -0.208
5 C -1.322
6 Nb -0.907

=====

Below is a molecular structure, CH2BF3, with properties calculated with ωB97M-V with the def2-TZVPD basis set.

Output
Energy above the lowest of the compared OMol25 structures with the same formula, charge and spin   294.6 kJ/mol
Frontier orbital gap   10.22 eV
Calculated total energy   -9895.581 eV

Geometry as ORCA input:
```
! wB97M-V def2-TZVPD RIJCOSX def2/J DEFGRID3
* xyz 0 1
B -0.4292 -0.0216 -1.1414
C 0.2540 -0.0544 0.8036
F 0.5657 -1.3624 1.1731
F 1.3394 0.6568 0.9741
F -0.6203 0.4347 1.6271
H -1.2880 0.5889 -1.3084
H 0.1784 -0.2420 -2.1282
*
```

Atomic partial charges in e from the natural (NBO) method, atoms 1 to 6:
1 B 0.442
2 C 0.824
3 F -0.368
4 F -0.331
5 F -0.324
6 H -0.144

=====

Record order is preserved below.
Largest force on an atom: 1.190, 7.346, 2.530, 5.124, 2.250, 5.507 eV/A